1.
The following is a DFT calculation (ωB97M-V with the def2-TZVPD basis set) of a 4-piece molecular cluster, C5H18NO4S overall.

Geometry (Å):
S: 3.56 -2.38 0.81
O: 0.73 0.67 2.25
O: -0.42 2.64 -1.52
O: -1.22 2.18 1.12
O: -0.06 0.82 -3.70
N: -0.10 -0.81 -0.22
C: -2.55 -0.95 -0.43
C: 2.18 -1.75 -0.25
C: 1.66 0.15 1.26
C: -1.34 -1.19 0.47
C: 1.10 -1.11 0.62
H: 0.31 0.06 -3.19
H: 2.61 -0.04 1.76
H: -1.09 3.00 1.60
H: -1.27 -2.26 0.70
H: -0.16 0.18 -0.44
H: 1.76 -2.62 -0.77
H: -0.78 2.40 -0.62
H: -0.29 1.45 -2.97
H: -2.67 0.11 -0.66
H: 0.82 -1.82 1.39
H: -1.48 -0.67 1.43
H: 0.38 3.17 -1.38
H: -2.47 -1.49 -1.37
H: -3.47 -1.25 0.09
H: 2.57 -1.03 -0.95
H: -0.57 1.55 1.53
H: 1.77 0.99 0.57
H: 0.48 -0.01 2.88

Output
charge = -1
energy relative to the best compared isomer or geometry (same formula, charge and spin) = 0.0 kJ/mol
Kohn-Sham gap = 0.196 hartree

Löwdin atomic charge list, values in e, 8 entries:
1. S 0.099
2. O -0.119
3. O -0.090
4. O -0.078
5. O -0.118
6. N -0.020
7. C -0.103
8. C -0.703


2.
The following is a DFT calculation (ωB97M-V with the def2-TZVPD basis set) of C5H18NO5 as an isolated structure.

Geometry (Å):
O: -1.69 1.16 -2.04
O: -2.61 1.93 0.28
O: 0.71 0.85 -2.27
O: 2.22 -0.75 -1.00
O: 1.54 3.14 -0.91
N: 0.63 -1.57 2.21
C: -1.40 -0.79 1.10
C: -0.46 -1.32 -0.04
C: -0.55 -0.68 2.33
C: 2.06 -0.96 0.36
C: 0.76 -1.85 0.79
H: 1.75 0.00 0.85
H: 0.28 -2.44 2.63
H: 0.88 0.42 -3.12
H: -2.76 1.54 -0.60
H: -0.73 -2.17 -0.64
H: -0.55 1.18 -2.21
H: 1.66 0.06 -1.29
H: -0.16 -0.58 -0.77
H: -1.02 -0.69 3.31
H: -1.92 1.51 -2.91
H: -1.65 2.06 0.23
H: 2.05 2.61 -0.28
H: -1.74 0.23 0.81
H: 2.94 -1.46 0.76
H: 1.10 -2.85 0.48
H: 1.10 2.50 -1.51
H: -2.29 -1.44 1.15
H: -0.15 0.36 2.28

Output
charge = -1
energy relative to the best compared isomer or geometry (same formula, charge and spin) = 81.9 kJ/mol
Kohn-Sham gap = 0.323 hartree

Löwdin atomic charge list, values in e, 8 entries:
1. O -0.229
2. O -0.125
3. O -0.310
4. O -0.133
5. O -0.105
6. N -0.045
7. C -0.170
8. C -0.105


3.
The following is a DFT calculation (ωB97M-V with the def2-TZVPD basis set) of a 4-piece molecular cluster, C5H18O5 overall.

Geometry (Å):
O: -1.16 0.76 2.84
O: -0.62 -2.04 2.80
O: -1.22 1.67 -2.50
O: 1.91 -0.94 2.08
O: -0.26 2.88 1.39
C: -0.90 -0.62 -1.83
C: 0.95 -1.36 -0.24
C: 0.57 -0.46 -1.42
C: -1.28 0.30 -2.97
C: 2.13 -0.96 0.63
H: -0.45 1.21 3.24
H: -0.77 -1.06 2.75
H: -0.51 0.19 -3.73
H: 1.20 -0.57 -2.30
H: 3.05 -1.46 0.47
H: -0.47 3.72 1.80
H: -0.62 2.94 0.50
H: -1.57 -0.38 -0.99
H: -1.31 1.26 2.07
H: -1.28 2.27 -3.26
H: -2.30 0.13 -3.29
H: 1.22 -0.38 2.27
H: 0.72 0.58 -1.14
H: 0.38 -2.04 2.93
H: 1.11 -2.38 -0.64
H: 0.12 -1.66 0.38
H: 2.41 0.04 0.36
H: -1.05 -1.63 -2.20

Output
SMILES = OCCCCCO.O.O.O
charge = 0
energy relative to the best compared isomer or geometry (same formula, charge and spin) = 0.0 kJ/mol
Kohn-Sham gap = 0.378 hartree

Löwdin atomic charge list, values in e, 8 entries:
1. O -0.015
2. O -0.116
3. O -0.098
4. O -0.063
5. O -0.039
6. C -0.195
7. C -0.176
8. C -0.203


4.
The following is a DFT calculation (ωB97M-V with the def2-TZVPD basis set) of a 4-piece molecular cluster, C5H19N2O4 overall.

Geometry (Å):
O: -1.08 2.20 0.23
O: 0.03 -3.20 0.24
O: -2.07 0.84 2.48
O: -2.29 -1.48 -0.93
N: 2.28 1.59 0.70
N: -1.84 0.17 -2.42
C: -1.43 -0.73 -1.41
C: 0.10 -0.71 -1.42
C: 1.26 -0.79 1.16
C: 1.77 0.09 0.11
C: 0.87 0.49 -0.95
H: -1.85 2.42 -0.26
H: -2.66 1.66 2.59
H: 1.27 -1.74 0.73
H: 0.64 -1.00 -2.33
H: 2.90 1.98 -0.05
H: 1.30 1.97 0.62
H: -1.26 0.99 -2.58
H: 0.30 -0.34 1.68
H: -0.90 -3.47 -0.20
H: 0.07 1.12 -0.48
H: 0.32 -1.69 -0.71
H: 2.60 -0.32 -0.42
H: -1.42 1.75 1.10
H: 0.58 -4.14 0.23
H: -2.53 0.09 3.01
H: 1.21 1.20 -1.76
H: 1.83 -1.00 2.04
H: 2.75 1.59 1.63
H: -2.76 0.46 -2.62

Output
⟨S²⟩ = 0.758
charge = +2
2S+1 = 2
energy relative to the best compared isomer or geometry (same formula, charge and spin) = 389.3 kJ/mol
Kohn-Sham gap (spin up / spin down) = 0.390 / 0.212 hartree

Löwdin atomic charge list, values in e, 8 entries:
1. O -0.065
2. O -0.170
3. O -0.122
4. O 0.354
5. N 0.241
6. N 0.264
7. C -0.272
8. C -0.081


5.
The following is a DFT calculation (ωB97M-V with the def2-TZVPD basis set) of a 2-piece molecular cluster, C5H2 overall.

Geometry (Å):
C: -0.01 2.55 1.78
C: 0.13 0.28 0.57
C: 0.04 -2.04 -0.43
C: -0.07 1.43 1.13
C: 0.11 -0.90 0.03
H: 0.07 1.39 -1.92
H: -0.27 -2.72 -1.16

Output
charge = 0
energy relative to the best compared isomer or geometry (same formula, charge and spin) = 544.0 kJ/mol
Kohn-Sham gap (spin up / spin down) = 0.178 / 0.180 hartree

Okay, here come the Löwdin numbers, in e, for every atom:
1. C 0.161
2. C -0.033
3. C 0.202
4. C -0.248
5. C -0.178
6. H 0.048
7. H 0.048


6.
The following is a DFT calculation (ωB97M-V with the def2-TZVPD basis set) of a 6-piece molecular cluster, C5H20ClN6O5 overall.

Geometry (Å):
Cl: 17.78 -5.85 -9.25
O: 18.61 -3.27 -7.50
O: 14.08 -8.19 -6.34
O: 20.57 -10.39 -9.47
O: 21.68 -3.13 -11.69
O: 16.59 -4.30 -11.81
N: 18.82 -9.30 -10.48
N: 20.64 -4.84 -10.59
N: 15.33 -7.91 -8.24
N: 20.05 -8.25 -8.85
N: 15.83 -6.72 -6.34
N: 19.86 -2.68 -10.40
C: 15.01 -7.64 -6.94
C: 17.42 -4.15 -12.94
C: 19.86 -9.39 -9.60
C: 20.79 -3.53 -10.94
C: 19.82 -3.86 -7.03
H: 19.60 -7.41 -9.18
H: 18.06 -4.00 -7.82
H: 15.60 -6.48 -5.40
H: 19.87 -5.06 -9.97
H: 16.82 -3.91 -13.82
H: 18.69 -10.08 -11.08
H: 17.07 -4.86 -11.18
H: 16.55 -6.24 -6.85
H: 19.60 -4.63 -6.28
H: 18.24 -8.48 -10.47
H: 16.01 -7.30 -8.67
H: 21.30 -5.53 -10.89
H: 20.81 -8.21 -8.20
H: 20.42 -4.29 -7.84
H: 20.10 -1.72 -10.56
H: 19.25 -2.91 -9.63
H: 18.02 -5.04 -13.14
H: 14.70 -8.42 -8.81
H: 18.14 -3.32 -12.82
H: 20.42 -3.06 -6.59

Output
charge = -1
Kohn-Sham gap = 0.369 hartree

Löwdin atomic charge list, values in e, 8 entries:
1. Cl 0.061
2. O -0.184
3. O -0.017
4. O -0.016
5. O -0.010
6. O -0.167
7. N 0.150
8. N 0.146


Question: Which of these has the highest charge?
Answer: C5H19N2O4